1.
Molecular formula: C25H22ClI2N3O2V
Method: DFT, wB97M-V/def2-TZVPD

Gap between HOMO and LUMO (alpha / beta)   6.303 / 6.950 eV
HOMO level (alpha / beta)   -13.43 / -13.44 eV
Total charge   +2
Multiplicity   2

Each line ends with the natural charge from an NBO analysis.
Cartesian coordinates (Å):
V -0.10071 -0.05650 -0.34771  1.572
I 4.02269 0.05434 -6.79242  0.262
C 2.90932 0.28526 -5.07056  -0.156
C 2.92560 1.50205 -4.39946  -0.240
C 2.17585 1.66461 -3.23732  -0.165
I 2.24225 3.46168 -2.20912  0.227
C 1.41861 0.60387 -2.79990  0.199
O 0.63102 0.72134 -1.64603  -0.648
C 1.39790 -0.61882 -3.43668  -0.081
C 0.56599 -1.74515 -2.88459  -0.230
N 0.65233 -1.84515 -1.39421  -0.629
C 2.02133 -2.17882 -0.92057  -0.278
C 2.37940 -1.46694 0.35686  0.239
C 3.59772 -1.69613 0.96835  -0.228
C 3.89827 -1.03548 2.14213  -0.088
C 2.97162 -0.15190 2.68185  -0.233
C 1.78394 0.03566 2.02387  0.078
N 1.47846 -0.61422 0.87699  -0.528
C 2.15978 -0.77976 -4.58462  -0.203
H 3.52551 2.32075 -4.77230  0.256
H 0.88765 -2.68838 -3.32805  0.227
H -0.48927 -1.60952 -3.12559  0.231
H 0.04778 -2.61060 -1.11893  0.417
H 2.74052 -1.91022 -1.69499  0.251
H 2.10478 -3.25637 -0.77072  0.243
H 4.29596 -2.39323 0.52390  0.249
H 4.84652 -1.20594 2.63518  0.253
H 3.16882 0.38365 3.59901  0.255
H 1.03104 0.71768 2.39264  0.223
H 2.16832 -1.73232 -5.09940  0.242
O -0.55846 1.57964 0.62255  -0.584
N -0.97125 2.75869 0.10445  0.044
C -1.70603 2.80709 -1.01386  0.039
C -2.12212 4.02688 -1.49867  -0.192
C -1.77027 5.18548 -0.82486  -0.112
C -1.00487 5.09191 0.32935  -0.206
C -0.60975 3.85590 0.78410  0.065
H -1.94119 1.86028 -1.47194  0.240
H -2.71972 4.05034 -2.39869  0.262
H -2.09130 6.15103 -1.19230  0.260
H -0.71351 5.96816 0.89040  0.264
H -0.01967 3.67566 1.66850  0.252
Cl -0.01324 -3.89549 4.19795  0.092
C -0.65941 -2.99205 2.89010  0.000
C -0.95509 -1.65621 3.05618  -0.226
C -1.44796 -0.92745 1.97828  -0.163
C -1.65972 -1.52575 0.72604  -0.170
C -2.05372 -0.70230 -0.44634  -0.687
C -1.39978 -2.90975 0.61687  -0.118
C -0.90546 -3.63740 1.67087  -0.235
H -0.81444 -1.19001 4.02197  0.253
H -1.70889 0.11287 2.12237  0.250
H -2.73798 0.10713 -0.21203  0.241
H -2.35806 -1.26179 -1.32616  0.238
H -1.64232 -3.42195 -0.31020  0.218
H -0.73211 -4.70174 1.58386  0.256

2.
Molecular formula: C25H22CuI2P
Method: DFT, wB97M-V/def2-TZVPD

Gap between HOMO and LUMO (alpha / beta)   6.896 / 7.115 eV
HOMO level (alpha / beta)   -10.94 / -11.65 eV
Total charge   +1
Multiplicity   2

Each line ends with the natural charge from an NBO analysis.
Cartesian coordinates (Å):
Cu -1.49399 0.71645 0.71298  0.953
C -0.19462 4.51291 1.28099  -0.645
C -0.90112 3.29088 1.78701  0.008
C -0.25236 2.34779 2.57823  -0.221
C -0.92547 1.22146 3.05452  -0.212
C -2.27525 1.01615 2.75195  -0.333
C -2.93814 1.95189 1.93657  -0.295
C -2.24753 3.07130 1.46930  -0.153
H 0.88215 4.43424 1.41706  0.231
H -0.54136 5.39366 1.82492  0.244
H -0.39816 4.67650 0.22283  0.237
H 0.79358 2.48206 2.82382  0.242
H -0.40006 0.50954 3.67778  0.247
H -2.81423 0.17214 3.16145  0.257
H -3.98612 1.82163 1.70344  0.257
H -2.77360 3.78728 0.84964  0.232
C 4.33950 0.52783 0.20373  -0.183
C 3.61045 0.06013 1.28893  -0.198
C 2.29118 -0.32995 1.11507  -0.228
C 1.69505 -0.26542 -0.14398  -0.301
C 2.43099 0.20836 -1.22767  -0.214
C 3.74899 0.60394 -1.04986  -0.199
P -0.02325 -0.78623 -0.33750  0.939
C -0.08616 -2.56895 -0.55795  -0.413
C 1.05215 -3.35790 -0.42839  -0.197
C 0.95733 -4.73472 -0.59044  -0.189
C -0.26768 -5.31642 -0.87589  -0.182
C -1.40736 -4.52890 -1.00172  -0.217
C -1.31912 -3.15792 -0.83764  -0.130
C -0.69554 0.04284 -1.77543  -0.345
C -0.54209 -0.13238 -3.14847  -0.215
C -1.22306 0.73249 -3.98821  -0.205
C -2.03954 1.73700 -3.46001  -0.178
C -2.20940 1.89034 -2.09115  -0.251
C -1.52553 1.02427 -1.24295  -0.315
H 5.36875 0.83695 0.33047  0.228
H 4.06287 -0.00160 2.26988  0.225
H 1.72824 -0.69171 1.96695  0.219
H 1.98061 0.28243 -2.20900  0.226
H 4.31801 0.97300 -1.89278  0.229
H 2.01164 -2.90941 -0.20183  0.229
H 1.84126 -5.35089 -0.49357  0.227
H -0.34057 -6.38871 -1.00194  0.228
H -2.36304 -4.98413 -1.22400  0.228
H -2.21118 -2.54892 -0.93571  0.212
H 0.07641 -0.92358 -3.55603  0.228
H -1.13082 0.63126 -5.06140  0.229
H -2.56017 2.40057 -4.13951  0.227
H -2.86945 2.66104 -1.71250  0.215
I -0.09755 -2.63873 3.37043  -0.034
I 1.86440 -4.40186 3.38755  0.057

3.
Molecular formula: C25H22F4N4O2PdS
Method: DFT, wB97M-V/def2-TZVPD

Gap between HOMO and LUMO (alpha / beta)   6.554 / 6.435 eV
HOMO level (alpha / beta)   -6.31 / -7.22 eV
Total charge   0
Multiplicity   3

Each line ends with the natural charge from an NBO analysis.
Cartesian coordinates (Å):
Pd 1.08687 -1.61671 -0.71837  0.695
C -1.50773 1.32069 -1.10167  -0.306
N -1.62663 -0.46571 0.00383  -0.109
C -2.35583 -1.35261 -2.27827  -0.662
C -1.27063 -0.91701 1.36923  -0.241
C -0.12193 -0.15221 2.03123  -0.254
N 1.09197 -0.39511 1.27313  -0.759
C 2.30407 -0.26781 1.80403  0.094
C 3.43227 -0.49511 0.96673  0.267
F 3.18497 -0.91511 -0.33627  -0.356
C 4.73757 -0.34751 1.36723  0.348
F 5.72647 -0.56341 0.48053  -0.312
C 5.04537 0.02469 2.66423  -0.414
C 3.97957 0.25819 3.52003  0.356
F 4.24297 0.62509 4.78733  -0.310
C 2.66377 0.12689 3.12553  0.261
F 1.70107 0.39849 4.04533  -0.330
H -2.32003 1.32819 0.86993  0.266
H -1.82593 1.36819 -2.14077  0.241
H 0.13517 0.52079 -0.12287  0.486
H -3.16253 -0.63281 -2.34077  0.227
H -2.68063 -2.26141 -2.78167  0.242
H -1.45893 -0.98651 -2.77507  0.227
H -0.94783 -1.96241 1.30433  0.251
H -2.18583 -0.85891 1.96193  0.238
H -0.07213 -0.51281 3.06553  0.222
H -0.32313 0.92859 2.06763  0.215
H 6.06137 0.12359 2.99343  0.245
O -1.35683 4.01179 -1.15737  -0.920
S -0.64313 2.88029 -0.64137  2.137
O -0.47323 2.78759 0.78713  -0.947
N -0.61993 0.22309 -0.76377  -0.572
C -2.49303 0.75959 -0.05857  -0.058
C -3.94493 0.67399 -0.32707  -0.283
C -4.74883 -0.41481 -0.24737  -0.225
C -4.42243 -1.76751 -0.03437  -0.223
C -3.20483 -2.42611 -0.17867  -0.074
C -3.07943 -3.77361 0.16153  -0.173
C -1.89773 -4.47971 -0.03687  -0.385
C -0.78953 -3.80451 -0.51807  0.084
N -0.81453 -2.52651 -0.88717  -0.680
C -2.02573 -1.76821 -0.84247  0.313
C 1.01577 2.81569 -1.36787  -0.233
C 1.65367 4.04119 -1.28927  -0.201
C 2.98167 4.15589 -1.66217  -0.201
C 3.66827 3.03609 -2.10207  -0.185
C 3.01497 1.82019 -2.21047  -0.188
C 1.67907 1.69879 -1.85037  -0.244
H -4.38223 1.64879 -0.48477  0.228
H -5.81063 -0.21651 -0.32367  0.220
H -5.25283 -2.39821 0.25283  0.202
H -3.93763 -4.26311 0.59523  0.210
H -1.83963 -5.52831 0.19583  0.223
H 0.17287 -4.30501 -0.63897  0.202
H 1.08477 4.88999 -0.94367  0.238
H 3.47167 5.11499 -1.60187  0.225
H 4.71297 3.11309 -2.36107  0.223
H 3.54387 0.95079 -2.57017  0.226
H 1.20347 0.72989 -1.99827  0.235

4.
Molecular formula: C25H22FN7O4
Method: DFT, wB97M-V/def2-TZVPD

Gap between HOMO and LUMO   8.603 eV
HOMO level   -8.44 eV
SMILES string   O=C(Nc1ccc(-c2nnn(CC(=O)N3CCN(C(=O)c4ccco4)CC3)n2)cc1)c1ccccc1F
Total charge   0
Multiplicity   1

Each line ends with the natural charge from an NBO analysis.
Cartesian coordinates (Å):
O 1.51316 -0.43237 4.90673  -0.596
C 2.26948 -0.15519 3.99979  0.665
N 1.87944 0.28001 2.76941  -0.594
C 0.58598 0.44864 2.27507  0.152
C -0.56309 0.19550 3.02282  -0.250
C -1.80811 0.35609 2.44925  -0.143
C -1.93095 0.76665 1.12392  -0.127
C -3.23133 0.84030 0.49572  0.286
N -4.42484 0.78455 1.12600  -0.261
N -5.33000 0.80389 0.21755  -0.015
N -4.72270 0.87712 -0.93853  0.010
C -5.35768 0.76760 -2.22086  -0.308
C -4.72010 -0.50081 -2.82308  0.679
O -5.11204 -1.58564 -2.44762  -0.604
N -3.67436 -0.36591 -3.66755  -0.438
C -3.11009 0.83104 -4.24647  -0.217
C -1.88418 1.27940 -3.45536  -0.256
N -0.95210 0.18615 -3.21513  -0.433
C 0.35065 0.54110 -3.03755  0.633
O 0.77728 1.61209 -3.44625  -0.620
C 1.26288 -0.35102 -2.30271  0.139
C 2.62243 -0.18598 -2.18192  -0.227
C 3.06005 -1.14215 -1.24353  -0.327
C 1.94127 -1.81302 -0.84886  0.117
O 0.85610 -1.34976 -1.48024  -0.396
C -1.53160 -1.07528 -2.80734  -0.229
C -2.70746 -1.44459 -3.71934  -0.221
N -3.41097 0.90465 -0.82104  -0.302
C -0.78023 1.04756 0.38715  -0.177
C 0.46249 0.89354 0.95749  -0.192
C 3.75427 -0.24082 4.19498  -0.171
C 4.22489 -0.08538 5.49867  -0.150
C 5.57123 -0.17237 5.79354  -0.230
C 6.48534 -0.43734 4.78637  -0.172
C 6.04605 -0.61754 3.48701  -0.285
C 4.69593 -0.51567 3.20863  0.398
F 4.31066 -0.71350 1.92197  -0.336
H 2.59894 0.48994 2.09180  0.412
H -0.47243 -0.13427 4.04390  0.260
H -2.70257 0.15175 3.01665  0.234
H -6.42042 0.59704 -2.04415  0.262
H -5.20083 1.67716 -2.79992  0.217
H -3.83717 1.64049 -4.28670  0.212
H -2.82404 0.58390 -5.27501  0.206
H -1.33943 2.05886 -3.99141  0.248
H -2.22055 1.67103 -2.48787  0.224
H 3.21045 0.53717 -2.70788  0.246
H 4.05982 -1.30171 -0.89742  0.237
H 1.79492 -2.61022 -0.14694  0.212
H -0.77877 -1.85913 -2.86929  0.228
H -1.89437 -1.01105 -1.77306  0.209
H -3.18101 -2.35993 -3.36426  0.252
H -2.37128 -1.58021 -4.75042  0.197
H -0.86360 1.39236 -0.63104  0.220
H 1.34921 1.11231 0.37843  0.209
H 3.49617 0.10340 6.27223  0.241
H 5.90885 -0.03939 6.80951  0.222
H 7.53839 -0.51150 5.00948  0.221
H 6.73200 -0.83951 2.68466  0.233

5.
Molecular formula: C25H22IrN7O5Se
Method: DFT, wB97M-V/def2-TZVPD

Gap between HOMO and LUMO (alpha / beta)   5.663 / 4.795 eV
HOMO level (alpha / beta)   -10.40 / -10.43 eV
Total charge   +1
Multiplicity   2

Each line ends with the natural charge from an NBO analysis.
Cartesian coordinates (Å):
Ir -0.27776 0.10428 -0.92977  1.199
C 1.86974 3.53155 2.81691  -0.211
C 1.37612 3.88549 1.57005  -0.187
C 0.44437 3.08252 0.92866  -0.261
C -0.00413 1.91066 1.53049  0.200
C 0.50152 1.55111 2.78126  -0.282
C 1.42533 2.36257 3.42057  -0.182
N -0.85130 1.02468 0.81547  -0.574
C -1.79363 0.28705 1.43285  0.240
C -2.46852 0.66588 2.62514  -0.272
C -3.44435 -0.13651 3.13611  -0.117
C -3.81326 -1.37303 2.53716  -0.224
C -3.18844 -1.78544 1.40492  -0.179
C -2.17522 -0.96767 0.85033  0.070
N -1.46769 -1.29055 -0.26557  -0.123
N -1.59441 -2.39627 -0.90812  -0.277
C -0.74464 -2.45472 -2.01529  0.323
C -0.72679 -3.60323 -2.79724  -0.226
C 0.11224 -3.65067 -3.89438  -0.124
C 0.91647 -2.55809 -4.20204  -0.248
C 0.84820 -1.44175 -3.39349  0.068
N 0.04044 -1.39125 -2.33071  -0.474
H 2.59869 4.15785 3.31252  0.231
H 1.72061 4.78855 1.08390  0.231
H 0.08690 3.35598 -0.05477  0.225
H 0.17932 0.62696 3.24634  0.218
H 1.80881 2.07308 4.39030  0.225
H -2.22514 1.61287 3.08624  0.242
H -3.97551 0.18499 4.02286  0.232
H -4.60329 -1.96148 2.98062  0.235
H -3.44560 -2.70618 0.90048  0.244
H -1.37057 -4.42699 -2.52593  0.254
H 0.14054 -4.53786 -4.51256  0.243
H 1.58380 -2.56855 -5.05081  0.249
H 1.43692 -0.55243 -3.58027  0.232
C 1.25323 -2.47852 1.40635  -0.668
C 1.93303 -1.28726 0.83845  0.432
N 1.42757 -0.38685 0.01177  -0.421
C 2.40604 0.55346 -0.25421  -0.013
C 3.52610 0.21116 0.43056  0.045
N 3.20620 -0.93865 1.10294  -0.462
C 4.89144 0.79085 0.58906  0.766
O 5.15356 1.88623 -0.08478  -0.644
O 5.66731 0.22953 1.31851  -0.567
C 2.11502 1.64579 -1.22311  0.787
O 2.96375 2.47491 -1.50472  -0.620
O 0.91506 1.59093 -1.71800  -0.728
H 0.17855 -2.40540 1.26527  0.245
H 1.45748 -2.55835 2.47358  0.253
H 1.60721 -3.39053 0.92352  0.253
H 3.86621 -1.41289 1.70538  0.463
H 4.38532 2.18454 -0.64334  0.518
C -2.74077 -0.00964 -2.99208  -0.250
O -1.74924 0.77819 -2.29530  -0.696
H -2.27317 -0.59209 -3.78501  0.187
H -3.49065 0.66565 -3.39555  0.216
H -3.20298 -0.65526 -2.25296  0.218
H -1.34809 1.45791 -2.85373  0.526
Se -2.77208 3.37969 -0.56275  0.340
C -3.82399 1.90982 -0.49265  -0.057
N -4.47188 0.95340 -0.41946  -0.323

6.
Molecular formula: C25H22N5S4Ti
Method: DFT, wB97M-V/def2-TZVPD

Gap between HOMO and LUMO   6.723 eV
HOMO level   -10.59 eV
Total charge   +1
Multiplicity   1

Each line ends with the natural charge from an NBO analysis.
Cartesian coordinates (Å):
Ti 0.61164 0.09567 -0.70231  1.451
C -1.68592 1.56721 0.86377  -0.268
N -1.29830 1.43954 -0.57660  -0.470
C -2.42767 0.84397 -1.32395  -0.263
C -2.57884 -0.59002 -0.94358  0.216
C -3.77526 -1.25326 -1.14956  -0.241
C -3.88016 -2.57451 -0.76018  -0.112
C -2.78783 -3.17533 -0.15807  -0.244
C -1.62457 -2.45053 -0.01174  0.087
N -1.49751 -1.16939 -0.40611  -0.505
C -1.05631 2.78307 -1.16312  -0.260
C 0.25894 3.33012 -0.71297  0.217
C 0.49787 4.69609 -0.72889  -0.237
C 1.71700 5.16303 -0.28098  -0.119
C 2.64988 4.24793 0.18627  -0.243
C 2.33975 2.90855 0.14107  0.075
N 1.16887 2.44179 -0.31710  -0.498
C -0.69260 1.04669 1.86902  0.248
C -0.92815 1.23620 3.21874  -0.236
C 0.04478 0.87489 4.13026  -0.109
C 1.24490 0.35427 3.66666  -0.235
C 1.39923 0.16801 2.31395  0.075
N 0.43152 0.47391 1.42575  -0.555
H -1.84652 2.62512 1.08080  0.236
H -2.64453 1.07207 1.02384  0.243
H -3.34825 1.39700 -1.11182  0.215
H -2.23177 0.94499 -2.39153  0.259
H -4.60779 -0.73128 -1.60283  0.236
H -4.80078 -3.12281 -0.91219  0.239
H -2.82126 -4.19904 0.18755  0.245
H -0.75473 -2.90446 0.43330  0.233
H -1.06772 2.68903 -2.24777  0.262
H -1.86795 3.45590 -0.87197  0.210
H -0.27094 5.37194 -1.08075  0.234
H 1.93606 6.22279 -0.28591  0.238
H 3.61189 4.55884 0.56844  0.242
H 3.05386 2.15708 0.45319  0.228
H -1.85871 1.68556 3.54111  0.238
H -0.12104 1.01890 5.19014  0.242
H 2.04965 0.09172 4.33792  0.247
H 2.31665 -0.22627 1.90041  0.238
S 0.18100 0.41780 -3.04060  -0.423
S 2.07462 0.38393 -3.94133  0.074
S 3.18619 1.35794 -2.53316  0.039
S 3.02726 -0.06489 -1.02316  -0.285
N 2.13789 -7.25576 -0.39017  -0.277
C 1.93990 -6.12518 -0.43477  0.262
C 1.69500 -4.69684 -0.48958  -0.168
C 1.32228 -4.08590 -1.68595  -0.161
C 1.09138 -2.72478 -1.73674  -0.178
C 1.18280 -1.92377 -0.58749  -0.437
C 1.58273 -2.55696 0.59199  -0.214
C 1.84158 -3.92225 0.64923  -0.180
H 1.22772 -4.68379 -2.58352  0.235
H 0.83337 -2.28214 -2.68928  0.226
H 1.67411 -2.01748 1.52254  0.192
H 2.14476 -4.38490 1.57974  0.233

| no. | molar mass (g mol⁻¹) |
| --- | --- |
| 1 | 736.675 |
| 2 | 670.779 |
| 3 | 624.956 |
| 4 | 503.494 |
| 5 | 771.672 |
| 6 | 568.621 |